A 17-piece molecular cluster, C40H123N9O19 overall in a non-equilibrium geometry. Source: OMol25; level of theory: ωB97M-V with the def2-TZVPD basis set.

The geometry in XYZ format:
```
191
Properties=species:S:1:pos:R:3:forces:R:3:lowdin_charge:R:1
C -24.065 29.599 25.979 -0.143 0.074 0.077 -0.06
C -23.768 28.534 27.043 0.373 1.219 -2.069 -0.44
C -23.920 29.113 28.445 0.187 -1.197 -0.363 -0.22
O -22.920 30.077 28.639 0.225 0.219 -0.254 -0.18
C -22.835 30.557 29.950 -0.389 -0.490 0.821 -0.12
N -24.587 27.363 26.784 -0.261 -0.644 1.085 0.04
H -25.115 29.885 25.928 -0.046 0.002 0.334 0.07
H -23.824 29.257 24.970 0.197 -0.133 0.099 0.05
H -23.473 30.492 26.174 -0.005 -0.019 0.038 0.07
H -22.706 28.324 26.852 0.168 -0.115 0.617 0.14
H -23.750 28.238 29.090 -0.188 0.278 0.572 0.12
H -24.918 29.525 28.608 -0.130 -0.041 0.020 0.13
H -22.868 29.730 30.673 0.261 -0.107 -0.083 0.08
H -23.681 31.185 30.256 0.013 0.266 -0.389 0.09
H -21.898 31.089 30.086 -0.017 0.114 -0.186 0.09
H -24.232 26.591 27.344 -0.255 0.039 0.078 0.07
H -24.541 27.004 25.838 0.204 0.492 -0.196 0.05
C -25.769 24.831 19.577 0.527 0.243 0.187 -0.05
C -26.822 25.797 19.019 -0.169 -1.643 0.404 -0.42
C -27.484 25.124 17.801 0.673 1.549 -0.108 -0.19
O -26.655 25.115 16.656 -0.020 -1.020 -0.698 -0.19
C -26.165 26.376 16.251 -0.326 0.140 1.291 -0.09
N -27.795 25.997 20.074 -0.105 0.935 0.537 0.05
H -25.176 24.317 18.817 -0.139 0.124 -0.215 0.09
H -26.276 24.076 20.179 -0.024 -0.081 -0.020 0.09
H -25.064 25.365 20.221 -0.449 -0.525 -0.077 0.03
H -26.356 26.745 18.754 -0.251 0.010 0.028 0.09
H -28.388 25.707 17.584 -0.285 -0.282 -0.053 0.12
H -27.694 24.094 18.080 -0.256 -0.088 -0.269 0.13
H -26.963 27.120 16.380 0.137 0.171 -0.145 0.09
H -25.825 26.388 15.219 -0.008 -0.416 0.009 0.09
H -25.342 26.607 16.937 0.192 0.489 -0.476 0.08
H -28.279 25.171 20.396 0.003 -0.177 -0.422 0.09
H -28.417 26.804 19.967 0.196 -0.454 -0.029 0.05
C -22.408 25.631 13.473 -0.425 -1.221 0.383 -0.07
C -22.159 26.953 14.164 0.542 -0.504 0.143 -0.42
C -21.679 26.801 15.615 0.064 1.512 -0.805 -0.23
O -22.514 25.980 16.373 -0.253 -0.619 -0.826 -0.13
C -22.089 25.932 17.717 -3.001 -0.795 -1.586 -0.13
N -21.079 27.623 13.412 -0.492 0.814 0.341 0.03
H -22.881 25.717 12.493 -0.187 0.247 0.104 0.07
H -23.006 24.972 14.112 -0.393 0.309 -0.163 0.07
H -21.528 25.004 13.302 0.472 0.582 0.106 0.08
H -23.081 27.540 14.243 -0.158 -0.060 -0.436 0.13
H -21.691 27.818 16.047 -0.166 0.175 0.109 0.13
H -20.603 26.574 15.611 -2.283 0.009 -0.561 0.06
H -22.210 26.925 18.173 -0.761 0.047 -1.479 0.09
H -21.043 25.617 17.784 -3.503 -0.191 0.092 -0.02
H -22.745 25.257 18.266 -0.342 -0.035 -0.055 0.12
H -21.391 27.745 12.453 0.093 -0.172 -0.042 0.07
H -21.008 28.582 13.756 0.215 -0.113 -0.001 0.07
C -21.262 34.788 21.015 0.656 0.302 -0.659 -0.05
C -20.262 33.876 21.722 -0.925 0.184 -0.168 -0.44
C -20.937 32.588 22.148 0.567 -0.415 1.156 -0.23
O -21.798 32.887 23.231 -0.036 0.085 -0.428 -0.18
C -22.565 31.772 23.631 0.597 -0.138 0.725 -0.11
N -19.171 33.582 20.792 0.428 -0.039 0.043 0.03
H -21.857 35.402 21.685 -0.172 -0.290 0.085 0.08
H -21.874 34.226 20.308 -0.225 -0.041 0.208 0.07
H -20.681 35.472 20.387 -0.129 0.208 0.086 0.07
H -19.936 34.402 22.627 0.151 -0.204 0.043 0.14
H -20.172 31.895 22.540 0.011 -0.085 -0.245 0.12
H -21.473 32.050 21.358 0.035 0.306 -0.255 0.13
H -21.947 30.898 23.878 0.206 0.044 -0.410 0.08
H -23.285 31.481 22.863 -0.276 0.088 0.156 0.09
H -22.985 32.049 24.596 -0.651 0.100 -0.313 0.08
H -18.818 34.467 20.439 -0.064 -0.081 -0.185 0.07
H -18.375 33.184 21.285 -0.155 -0.092 0.106 0.07
C -19.294 23.916 23.898 -0.216 0.458 -1.362 -0.06
C -19.646 22.819 24.872 0.555 -0.467 -0.270 -0.43
C -19.926 21.467 24.176 -0.318 0.256 0.996 -0.19
O -20.964 21.647 23.237 0.173 0.111 -0.311 -0.24
C -21.512 20.461 22.720 -0.450 -0.482 -0.482 -0.10
N -18.610 22.703 25.891 -0.111 -0.382 0.332 0.04
H -18.993 24.858 24.354 -0.170 -0.106 0.303 0.09
H -20.111 24.111 23.195 -0.289 0.150 0.403 0.06
H -18.515 23.675 23.164 0.399 -0.476 0.481 0.07
H -20.570 23.061 25.402 -0.037 0.216 -0.085 0.14
H -20.273 20.795 24.975 -0.030 -0.113 -0.081 0.13
H -19.036 20.989 23.750 0.048 0.316 -0.314 0.13
H -20.776 19.658 22.625 0.079 0.100 0.102 0.09
H -21.902 20.661 21.718 0.146 0.109 0.031 0.09
H -22.367 20.099 23.302 0.218 0.044 0.268 0.10
H -17.683 22.524 25.524 -0.093 0.091 -0.293 0.08
H -18.828 21.915 26.495 0.078 0.150 0.144 0.07
C -25.199 28.803 20.460 -0.971 0.236 -0.129 -0.02
C -24.664 27.664 21.298 1.188 -0.006 -0.480 -0.38
C -23.533 26.955 20.529 -1.052 -0.389 0.391 -0.22
O -22.358 27.716 20.451 0.044 0.359 0.018 -0.13
C -21.292 26.910 20.054 2.374 -1.020 0.671 -0.13
N -24.194 28.195 22.578 -0.039 0.528 0.075 0.06
H -26.018 29.307 20.974 0.120 0.201 0.155 0.06
H -25.647 28.478 19.519 0.270 -0.230 0.024 0.06
H -24.442 29.545 20.202 0.163 -0.036 0.219 0.09
H -25.386 26.861 21.462 -0.355 0.403 0.041 0.12
H -23.919 26.693 19.535 0.299 0.143 0.070 0.10
H -23.387 26.021 21.083 0.616 -0.119 -0.137 0.11
H -21.328 26.578 19.015 0.461 0.315 2.631 0.01
H -21.094 26.073 20.736 -0.770 -0.351 0.108 0.11
H -20.289 27.354 20.105 -0.534 1.146 0.227 0.08
H -23.376 28.761 22.354 -0.011 0.099 0.292 0.09
H -23.872 27.497 23.246 0.025 -0.277 -0.412 0.06
C -24.987 33.671 18.829 0.922 0.505 0.623 -0.06
C -25.502 33.142 17.514 -0.657 -0.435 -0.830 -0.42
C -25.073 31.684 17.290 0.880 0.068 0.392 -0.20
O -23.656 31.647 17.093 -0.392 -0.459 -0.253 -0.19
C -23.225 30.342 16.728 1.211 1.229 0.346 -0.12
N -26.967 33.255 17.454 -0.398 -0.701 0.601 0.04
H -25.176 34.726 19.041 -0.523 -0.018 -0.480 0.08
H -23.893 33.640 18.838 -0.032 -0.408 -0.004 0.06
H -25.351 33.132 19.707 -0.093 -0.278 -0.207 0.08
H -25.090 33.728 16.689 0.086 0.075 0.042 0.14
H -25.542 31.168 16.443 -0.299 0.480 -0.178 0.12
H -25.324 31.099 18.180 -0.109 -0.071 0.170 0.11
H -22.135 30.425 16.683 0.045 -0.151 0.121 0.08
H -23.508 30.077 15.707 -0.637 -0.315 0.157 0.08
H -23.458 29.632 17.522 -0.350 -0.401 -0.293 0.08
H -27.316 32.624 18.190 0.115 0.713 0.006 0.03
H -27.348 32.810 16.622 0.373 0.295 -0.287 0.06
C -16.224 20.416 19.919 -0.962 0.060 0.687 -0.06
C -17.059 21.367 19.067 0.978 0.478 -1.237 -0.41
C -18.045 22.253 19.803 -0.141 -0.668 0.727 -0.20
O -18.645 23.179 18.925 -0.135 -0.822 0.662 -0.24
C -19.658 23.920 19.561 -1.135 -0.567 1.158 -0.08
N -16.115 22.235 18.324 -0.307 0.274 0.238 0.06
H -15.765 19.634 19.318 0.113 0.128 -0.102 0.08
H -16.872 19.918 20.649 0.063 -0.118 -0.037 0.07
H -15.467 20.958 20.483 0.089 0.066 -0.145 0.08
H -17.618 20.788 18.323 -0.354 -0.172 0.283 0.14
H -17.602 22.806 20.642 0.351 -0.149 0.017 0.13
H -18.819 21.609 20.244 -0.049 0.025 -0.011 0.13
H -20.320 23.272 20.148 -0.148 -0.316 -0.326 0.10
H -20.209 24.493 18.823 0.206 -0.836 0.666 0.08
H -19.276 24.597 20.336 0.000 0.053 -0.384 0.07
H -16.646 22.960 17.852 0.230 -0.086 -0.078 0.04
H -15.644 21.704 17.601 0.059 -0.015 0.061 0.08
C -17.222 29.481 18.521 -0.524 -0.229 0.368 -0.02
C -18.202 29.003 19.611 -0.105 0.080 -0.617 -0.42
C -17.695 27.861 20.468 0.617 0.329 0.515 -0.19
O -17.615 26.686 19.689 -0.597 -0.272 -0.267 -0.22
C -17.197 25.521 20.390 0.589 0.620 0.607 -0.07
N -18.724 30.036 20.489 0.040 1.562 0.118 0.04
H -16.672 30.363 18.850 0.244 -0.138 -0.003 0.08
H -17.831 29.754 17.659 0.274 0.152 -0.151 0.08
H -16.565 28.660 18.233 0.166 0.161 -0.096 0.08
H -19.063 28.635 19.042 -0.130 -0.117 0.300 0.12
H -18.324 27.717 21.353 -0.263 -0.102 -0.176 0.12
H -16.707 28.141 20.868 0.137 -0.180 -0.109 0.14
H -17.460 24.633 19.819 0.715 0.452 -0.293 0.05
H -17.690 25.402 21.362 -0.127 0.354 0.018 0.09
H -16.130 25.654 20.592 0.096 -0.540 -0.097 0.11
H -18.024 30.571 21.010 0.423 -0.857 0.081 0.10
H -19.100 30.835 19.973 -0.453 -0.486 -0.338 0.09
C -18.071 24.792 16.712 -0.370 -0.063 0.641 -0.21
C -19.386 25.553 16.650 1.325 -1.312 0.287 -0.16
O -19.796 26.001 17.949 6.014 2.714 -0.962 -0.20
O -16.959 25.650 16.912 0.151 0.041 -0.334 -0.04
H -17.906 24.159 15.840 0.024 0.396 -0.371 0.13
H -18.174 24.099 17.556 0.227 0.478 -0.768 0.07
H -20.190 24.849 16.422 0.165 -0.165 -0.534 0.15
H -19.412 26.344 15.898 1.483 -0.341 0.647 0.11
H -19.101 26.535 18.377 0.319 -0.277 -0.059 0.10
H -16.919 25.872 17.847 0.032 0.140 0.075 0.05
C -28.536 29.145 18.928 -0.849 0.300 -0.209 -0.24
C -28.715 30.654 18.902 0.173 -0.338 -1.219 -0.24
O -27.634 31.273 19.569 -0.656 -0.081 0.727 -0.11
O -28.912 28.581 20.176 0.393 -0.085 -0.246 -0.09
H -27.509 28.946 18.603 0.167 -0.137 0.404 0.10
H -29.168 28.656 18.182 -0.200 0.122 0.036 0.12
H -29.718 30.989 19.182 0.110 -0.165 0.777 0.13
H -28.697 30.957 17.848 0.446 0.026 -0.037 0.11
H -27.794 31.119 20.533 0.194 0.371 -0.416 0.05
H -28.343 28.931 20.880 -0.282 0.127 0.032 0.05
O -22.657 23.642 22.186 0.245 -0.354 -0.108 -0.06
H -22.057 22.981 22.586 -0.100 0.193 -0.018 0.02
H -23.224 23.144 21.587 -0.047 0.177 0.042 0.06
O -22.892 25.797 23.930 0.227 -0.166 -0.074 -0.07
H -22.050 25.810 24.400 -0.085 0.121 -0.003 0.04
H -22.772 25.123 23.230 -0.226 0.100 0.259 -0.01
O -26.230 29.762 23.716 -0.098 -0.322 -0.141 -0.09
H -25.471 29.231 23.332 -0.208 0.194 0.055 0.01
H -26.616 29.187 24.389 0.066 0.056 -0.021 0.05
O -27.816 26.835 23.058 -0.198 -0.072 0.015 -0.06
H -28.025 26.439 22.195 0.350 0.230 0.090 0.00
H -26.885 27.065 22.993 0.008 -0.007 -0.083 0.00
O -28.266 30.593 22.125 0.478 -0.295 0.691 -0.07
H -27.566 30.260 22.761 -0.187 0.305 -0.432 0.03
H -28.969 30.947 22.679 -0.015 -0.028 -0.155 0.07
O -20.585 29.130 22.328 0.364 -0.258 -0.289 -0.10
H -20.930 28.346 21.880 -0.314 0.199 0.264 -0.01
H -19.917 29.453 21.668 -0.367 0.105 0.433 -0.02
```
Positions in Å, forces in eV/Å.

As for the LUMO energy: 0.0802 eV. The HOMO energy is -8.7 eV. Its molecular weight is 1034.5 Da. For the HOMO-LUMO gap, the calculation gives 8.752 eV.